# 1
DFT (ωB97M-V/def2-TZVPD) results for a molecular structure, C34H37CrN7O8PS at a distorted geometry.

The LUMO energy (alpha / beta) is 1.83 / 1.60 eV. The spin multiplicity is 5. The molar mass comes out at 786.7 g mol⁻¹. As for the charge: -1.

XYZ file:
```
89
Properties=species:S:1:pos:R:3:lowdin_charge:R:1
H -2.2958 -5.0092 0.1940 0.107
H 0.5087 -2.8877 2.4014 0.072
C 1.4128 2.2696 2.4190 -0.609
N -1.8974 -1.6881 -0.0292 0.036
C -3.2705 2.8820 0.8089 0.050
H 2.4178 1.7207 4.2512 0.084
H 5.1328 1.0559 0.6468 0.083
H -3.1077 -2.8591 -5.7054 0.112
H 3.1655 1.6639 -0.5723 0.113
H 3.5833 -0.8679 3.0605 0.086
C -1.7118 4.2544 -3.1549 -0.090
H -3.8881 -1.8643 2.6580 0.122
O 1.2184 -2.9966 -3.6661 -0.310
H -0.0530 1.3554 -3.7658 0.096
N -1.2132 1.7199 -2.0814 -0.010
C 2.2617 0.2759 -1.9209 -0.065
H 1.7566 -4.1351 2.6330 0.087
C -2.0288 2.6385 -1.4021 -0.200
O -0.0323 -0.5603 2.3372 -0.241
H 2.4040 3.5253 0.9774 0.084
H 5.4095 -1.8983 -1.3950 0.114
S 1.1233 -1.5610 -3.6104 0.623
C -0.6702 2.0926 -3.2649 -0.140
H 4.4654 -2.0339 1.0279 0.068
N -2.4411 0.8100 -0.0173 0.008
C -3.6956 -1.1415 -2.8911 -0.090
C -1.4415 -1.3734 -3.3703 -0.450
C -2.2782 3.9094 -1.9630 -0.029
O 0.2941 0.3930 -0.0396 -0.336
H -0.2334 3.6677 2.4076 0.102
C -2.9008 0.1668 1.0850 -0.210
C -4.0097 -1.8944 -3.9975 -0.053
O -4.2953 4.2557 3.0307 -0.059
C 3.2706 0.7176 -1.0947 -0.023
C 2.8649 -1.6825 3.1886 -0.031
O 1.8746 1.0505 1.7602 -0.170
C -2.4128 -3.9642 0.4503 -0.054
C -2.6650 -1.2875 1.0090 -0.176
Cr -1.2136 -0.1207 -1.1947 0.861
H 0.0040 2.8195 0.8655 0.085
H 3.4493 -3.1959 0.1526 0.084
C 2.3689 -0.9648 -2.5348 -0.287
C 1.4094 -3.3347 1.9723 -0.031
N 5.4264 0.3930 -0.0503 0.111
H 3.4483 2.9657 2.3068 0.081
C 3.5007 -1.7477 -2.3554 -0.061
H -3.3863 3.9581 0.7574 0.121
C 4.4066 -0.0638 -0.8862 -0.324
C -3.7512 2.2361 1.9205 -0.090
H 0.7261 1.1761 4.1370 0.082
H -0.7351 1.9796 2.2389 0.079
C -3.2883 -2.2164 1.8280 0.017
N -2.4420 -0.8466 -2.6017 0.009
H -1.9141 5.2246 -3.5956 0.095
H 2.2475 4.2484 2.5957 0.089
H -4.4517 -0.7407 -2.2262 0.132
C -3.1551 -3.5609 1.5526 -0.045
H -3.9467 0.3468 2.9465 0.119
O -5.2605 2.3028 3.7249 -0.060
C -2.9381 -2.3044 -4.7864 -0.114
C 4.5241 -1.2882 -1.5476 -0.060
C 1.4121 2.0005 3.9172 -0.030
H -5.0343 -2.1314 -4.2471 0.098
H 6.0208 -0.3241 0.3266 0.077
C -4.5154 3.0218 3.0151 -0.680
N -0.2346 -1.1072 -2.7957 -0.134
N -1.6718 -2.0654 -4.4980 0.158
C -2.6045 2.1561 -0.1954 -0.203
C 0.0248 2.7121 1.9523 -0.024
H 3.3201 -2.4684 3.7953 0.086
H 1.9887 -1.2923 3.7060 0.077
C -1.7986 -2.9966 -0.3072 -0.094
H -3.6459 -4.2964 2.1789 0.110
C 2.4437 3.3209 2.0521 -0.037
C 2.4783 -2.2594 1.8258 -0.602
H -2.9483 4.5855 -1.4444 0.111
H 1.1701 -3.7572 0.9900 0.087
H -0.3973 3.5619 -4.7730 0.092
O 1.2016 -0.8042 -4.8332 -0.300
H 1.3799 0.8865 -2.0587 0.085
H -1.1830 -3.2574 -1.1618 0.124
H 4.1279 -3.6343 1.7415 0.091
C 3.7098 -2.8197 1.1435 -0.033
O 1.9933 -1.2277 0.9124 -0.144
C -3.5632 0.8376 2.0601 0.053
C -0.8712 3.3199 -3.8300 -0.085
H 3.5620 -2.7162 -2.8376 0.114
H 1.0875 2.8899 4.4645 0.089
P 0.8972 -0.1210 1.2761 0.317
```

=====

# 2
DFT (ωB97M-V/def2-TZVPD) results for 4 unconnected molecules or ions with the total composition C34H37F3NO3.

The LUMO energy (alpha / beta) is 0.70 / 0.30 eV. The spin multiplicity is 2. The molar mass comes out at 564.7 g mol⁻¹.

XYZ file:
```
78
Properties=species:S:1:pos:R:3:lowdin_charge:R:1
H 1.9886 -3.8026 -0.2004 0.089
H -4.6101 -1.0018 -1.1875 0.108
C -3.7420 -2.7795 1.5688 -0.070
H -7.9969 1.9572 2.0648 0.106
H 1.8865 0.0679 -2.1689 0.079
C 7.5103 2.9263 3.7442 -0.083
H 3.6357 0.3955 0.1476 0.090
C -2.1144 0.5352 2.3868 -0.447
H -3.8701 -3.7561 2.0168 0.105
F 4.5012 -0.1989 -5.4494 0.053
C 2.1604 -0.3916 -5.3850 -0.022
H -7.3240 -0.4303 1.8710 0.119
H 2.8099 -1.0795 2.5542 0.054
C -4.3236 -2.4950 0.3387 -0.076
C 1.3844 0.7249 -1.4610 -0.023
C 0.2081 0.5076 0.7551 -0.058
H 1.7634 -4.2584 1.5012 0.081
C 1.3973 -3.6236 0.6946 -0.028
C 3.2896 0.3104 -5.7543 -0.289
H 0.2008 -2.2411 2.8303 0.143
C -9.1853 1.3042 -1.0361 -0.086
H 1.0544 0.0521 2.6429 0.139
C 0.1660 -0.2295 2.0800 -0.263
H 5.7568 0.3143 1.5075 0.105
H 7.1955 2.0701 0.4845 0.106
C -8.2284 1.4020 1.1659 -0.080
H -9.0108 -0.6007 -2.0431 0.116
H 1.8888 1.6910 -1.5176 0.083
H 2.2578 -1.3334 -4.8619 0.119
H 2.6976 1.8683 0.4664 0.092
C 6.7016 1.9550 4.3166 -0.016
C 2.7515 -2.0041 1.9934 -0.024
C 1.4952 -2.1499 1.1225 -0.458
H -4.9140 -3.2461 -0.1699 0.105
C 1.9747 2.0346 -6.7305 -0.086
H 0.3512 0.8689 -1.7695 0.084
H -3.3079 0.7236 0.0100 0.124
H 2.8015 -2.8270 2.7029 0.086
C -8.8982 2.0195 0.1183 -0.097
H -9.1939 3.0565 0.2004 0.100
H 4.1361 2.0320 -6.6922 0.116
H 0.1786 1.5893 0.9111 0.149
C 2.7330 0.7890 0.6152 -0.030
C -7.8466 0.0720 1.0681 -0.016
H -0.6420 -2.0618 1.2673 0.114
C 1.4897 0.1683 -0.0307 -0.452
C -8.8040 -0.0249 -1.1512 -0.021
H 8.0008 3.6523 4.3786 0.105
O -2.5823 1.6318 2.5413 0.152
C 0.2110 -1.7351 1.8606 -0.063
H 3.6419 -2.0518 1.3615 0.097
C 0.9176 0.1419 -5.6944 -0.083
F 5.2987 0.0891 4.0308 0.050
C 6.0904 1.0380 3.4862 -0.286
C -3.0000 -1.8150 2.2302 -0.037
N 1.5750 -1.3306 -0.1382 -0.103
O -0.9123 0.2073 2.9359 0.035
H 0.3642 -3.9064 0.4982 0.082
H 0.0226 -0.3918 -5.4042 0.106
C 6.2547 1.0567 2.1167 -0.022
H 6.5422 1.9040 5.3849 0.118
C 0.8217 1.3522 -6.3673 -0.098
H -9.7076 1.7817 -1.8543 0.104
H -2.5406 -2.0383 3.1841 0.123
H -0.6399 0.2298 0.1235 0.121
H -0.1492 1.7636 -6.6078 0.100
O 0.7718 -1.7755 -1.0341 -0.018
C 7.6913 2.9709 2.3684 -0.096
F -7.7619 -1.9039 -0.2028 0.047
C -3.4295 -0.2653 0.4337 -0.021
C -2.8482 -0.5480 1.6638 -0.154
H 2.8035 0.6332 1.6853 0.056
C 7.0613 2.0370 1.5574 -0.080
C -4.1574 -1.2407 -0.2335 -0.068
C 3.2244 1.5162 -6.4232 -0.019
H 1.9036 2.9772 -7.2567 0.104
H 8.3211 3.7327 1.9297 0.101
C -8.1434 -0.6134 -0.0921 -0.291
```

=====

# 3
DFT (ωB97M-V/def2-TZVPD) results for a molecular structure, C34H37F4N5S3Ti.

The LUMO energy (alpha / beta) is -3.80 / -3.80 eV. The spin multiplicity is 2. The molar mass comes out at 735.8 g mol⁻¹. As for the charge: +1.

XYZ file:
```
84
Properties=species:S:1:pos:R:3:lowdin_charge:R:1
C 0.9863 1.4015 2.6557 -0.145
C 0.4711 3.4836 1.5100 -0.240
C -2.0376 3.6328 -2.6243 -0.041
H -3.2544 -3.8811 0.8413 0.069
C -4.3629 -0.8748 -5.6186 -0.002
H 0.2754 -4.0432 -2.5250 0.110
C -2.6561 -3.1151 3.3044 -0.523
C -4.6436 0.1114 0.5540 -0.489
C -0.0787 -3.0346 -2.3818 -0.040
Ti -0.2387 0.6473 -0.0950 1.064
H -3.3645 -1.1627 3.8878 0.051
C -2.3759 -0.1466 -4.4742 -0.209
H 6.2100 0.7996 -1.6385 0.146
C -3.7708 -2.1497 3.6774 -0.508
N -5.0286 -1.0229 -9.0428 0.175
H -2.3332 4.6467 -2.8400 0.107
C 2.8722 0.7136 -1.1631 -0.149
C 5.2570 0.6688 -1.1462 0.088
H 0.7093 1.3721 3.7093 0.127
C -2.4478 -0.0999 -6.8760 -0.001
H 2.5008 3.0244 0.8448 0.077
S -3.0144 -0.3510 -0.1035 0.878
H -0.8870 3.8258 -0.7392 0.091
F 1.6954 0.9751 -1.7866 0.061
H 1.2988 3.0238 -0.4497 0.051
H -5.3743 -0.3425 -0.1172 0.081
H -2.0157 2.8010 2.0040 0.123
S -1.5819 -2.6201 1.9292 0.863
C 2.7658 0.3003 0.1690 -0.164
H -5.3734 -1.2605 -5.6030 0.126
C 4.0679 0.8924 -1.8124 -0.208
F 4.0103 -0.2870 2.1203 0.093
C 5.1857 0.2768 0.1736 -0.207
H 1.9344 1.9337 2.5928 0.124
H -1.0573 3.0497 3.4550 0.131
H -1.2326 -2.5706 -4.2021 0.127
H 1.8399 4.5396 0.2491 0.098
C -3.6728 -0.6516 -4.4412 -0.001
C -3.7473 -0.5998 -6.8404 -0.220
H 1.9091 -0.5704 2.5967 0.129
H -2.8561 2.4335 -4.2917 0.124
H 0.8066 3.9672 2.4332 0.132
C -4.9916 -0.2024 2.0017 -0.506
H -2.0802 0.3312 2.4754 0.005
H -2.7807 1.3146 3.7740 0.087
N -1.0754 1.8814 -1.5469 -0.076
C -0.8471 -2.2792 -3.2369 0.012
C -3.1801 -2.1299 -0.4274 -0.474
F 4.0724 1.2921 -3.0852 0.116
H -0.7566 0.5206 -5.7125 0.134
H -4.1384 -0.8567 -3.4838 0.123
H -1.9793 0.1091 -7.8282 0.127
C -1.7663 0.1278 -5.6910 -0.004
H -1.2001 0.5982 3.9846 0.084
C -1.8576 1.0647 3.2514 -0.096
C -1.6585 0.0914 -3.1856 -0.056
C 0.1891 -2.2156 -1.2660 -0.133
C -2.5074 -3.1767 0.4831 -0.508
H 0.2249 -0.5584 2.1462 0.055
C 1.5905 3.5039 0.4847 -0.060
C -2.3033 2.4962 -3.3686 0.017
S -5.0532 -1.9761 2.3965 0.906
H -4.2496 -2.5068 4.5904 0.078
F 6.3102 0.0598 0.8573 0.116
C -4.4585 -0.8338 -8.0630 -0.176
N -0.3789 -1.0176 -1.3914 -0.070
N -0.0442 2.1282 1.8518 -0.211
H -1.7990 -3.7434 -0.1193 0.056
H -2.8001 -2.2597 -1.4393 0.049
H -1.9882 -3.2361 4.1591 0.077
C 1.1621 0.0120 2.0651 -0.191
H -3.0515 -4.1060 3.0792 0.079
C -1.2763 2.3328 2.6559 -0.223
C -1.0261 -1.0069 -2.6262 -0.288
H -4.7037 1.1906 0.3899 0.083
C 3.9791 0.0937 0.8299 -0.132
H 0.7722 -2.4589 -0.3886 0.120
H -4.2523 -2.3133 -0.4578 0.070
H -5.9781 0.2185 2.2008 0.080
N 1.4877 0.1669 0.6474 -0.113
C -1.7032 1.4088 -2.6994 -0.268
C -1.2862 3.2118 -1.5291 -0.124
H -4.2968 0.2793 2.6817 0.037
H -0.3750 4.0719 1.1563 0.102
```

=====

# 4
DFT (ωB97M-V/def2-TZVPD) results for a molecular structure, C34H37FN8O4SSr at a distorted geometry.

The LUMO energy is -2.02 eV. The molar mass comes out at 760.4 g mol⁻¹.

XYZ file:
```
86
Properties=species:S:1:pos:R:3:lowdin_charge:R:1
H 1.0697 -1.9920 1.8479 0.083
C -3.4884 3.1429 0.4250 -0.096
H -4.3966 -0.4882 -0.4386 0.143
C -1.4933 1.5882 -5.4307 -0.117
C -6.4535 -2.3939 -2.3531 -0.163
N -3.3224 -4.3525 -2.5549 -0.042
C -4.2392 -3.3831 -2.2125 -0.124
C 1.1276 -0.9232 2.0070 -0.290
C -3.7214 -5.5976 -3.1971 -0.192
H -4.6276 -7.5030 -2.6881 0.076
C 2.0305 4.1027 -0.5797 -0.616
C -2.0175 -4.2045 -2.1637 0.037
H 2.6933 1.9831 2.3918 0.073
H 1.7183 5.7528 0.6783 0.111
N 1.1358 3.3189 -0.1078 0.038
N 1.2393 2.0307 -0.5151 -0.059
C -4.7300 -1.3074 -1.0669 0.106
N 2.5655 0.6152 -1.8373 0.126
S 3.1639 3.2715 -1.6459 1.053
H -3.6354 3.3135 -3.4933 0.089
N -2.0845 1.5414 -0.2523 -0.010
C -2.1747 1.9225 -2.7274 -0.083
H 3.2643 -0.5029 1.5664 0.078
C -9.7442 -3.8554 -3.2265 -0.089
C 2.3024 -0.1455 1.9107 -0.188
H 0.2524 6.0865 -1.3024 0.072
H -4.1117 3.8401 0.9568 0.099
F -6.8858 -0.3855 -1.1673 0.054
H -9.2175 -1.9290 -5.0531 0.142
C -1.1388 0.9946 -3.0765 -0.367
C -5.5572 -3.4010 -2.6814 0.053
C -8.5104 -1.2603 -3.1209 -0.153
H -3.8181 3.8279 -1.5543 0.129
C 2.0047 1.1479 2.3557 -0.208
H -9.0507 -3.1595 -1.3074 0.143
C 0.6513 1.1884 2.7203 -0.208
C 0.1033 -0.0955 2.5027 -0.317
N -10.5103 -2.6011 -3.5267 0.056
H -9.3287 -4.2236 -4.1620 0.141
H -1.2132 1.4756 -6.4721 0.094
H -8.0239 -4.3880 -2.0618 0.135
H -10.4237 -4.5934 -2.8042 0.137
C 2.1112 5.5698 -0.3218 -0.253
C -0.0088 -3.1387 -1.2019 -0.613
C -4.3644 -6.5632 -2.2021 -0.062
C -2.8391 2.6201 -3.7446 -0.075
H -10.2214 -0.6561 -4.3119 0.138
H -2.8261 -6.0503 -3.6174 0.123
H -7.8382 -0.5131 -3.5353 0.150
H -2.4748 1.7854 1.8345 0.106
C -0.8300 0.8752 -4.4623 -0.021
C -2.4593 -2.2233 -0.8683 -0.292
H -5.9045 -4.1705 -3.3564 0.113
O 0.6035 -4.1836 -1.4375 0.010
H 1.3797 7.4439 -1.1298 0.066
C -3.8262 -2.3183 -1.3901 -0.026
C -2.5206 2.4662 -5.0778 -0.138
H -5.2665 -6.1299 -1.7670 0.062
O 0.4499 -2.0163 -0.8687 -0.222
H -10.8689 -2.2372 -2.6402 0.180
H -11.3065 -2.7971 -4.1310 0.183
H -8.9564 -0.8368 -2.2070 0.132
H 3.1541 5.8895 -0.3475 0.099
O -0.4888 0.3105 -2.2098 -0.325
C 2.2325 1.8177 -1.3238 -0.693
N -7.7791 -2.4895 -2.8813 -0.096
H 1.8743 -0.1201 -1.7785 0.068
H -0.0339 0.1863 -4.7188 0.108
H 3.2411 0.5536 -2.5721 0.093
C -1.5408 -3.1994 -1.4006 -0.001
C -6.0133 -1.3594 -1.5316 -0.193
C -2.5165 2.1750 -1.3301 -0.268
C 1.3020 6.3768 -1.3448 -0.105
H -4.3932 -5.3888 -4.0300 0.108
O -2.1802 -1.3660 -0.0292 -0.110
H 1.6657 6.1991 -2.3577 0.069
H -3.0558 3.0256 -5.8351 0.083
H 0.1289 2.0464 3.1255 0.071
C -8.6187 -3.5010 -2.2653 -0.140
H -3.6645 -6.7713 -1.3932 0.086
Sr -0.3101 -0.1142 -0.1515 1.537
C -9.6232 -1.5451 -4.1197 -0.085
C -2.6789 2.1299 0.8334 -0.127
H -1.3219 -4.9582 -2.5130 0.143
N -3.3796 3.1636 -0.9472 0.094
H -0.8779 -0.4308 2.8267 0.076
```

=====

no.,E (eV)
1,-111224.683
2,-51641.484
3,-109795.073
4,-70357.377